# 1
Entry from the OMol25 dataset: one molecule with the formula C3H4N2O2S (ωB97M-V with the def2-TZVPD basis set).

The geometry in XYZ format:
```
12
Properties=species:S:1:pos:R:3
S 0.7844 1.5367 0.2976
O -0.5515 -2.1910 1.2431
O 0.8800 -0.4982 2.4982
N 0.0650 -1.0362 1.3012
N -0.7072 -0.3852 -0.6258
C 0.3158 1.6811 -1.2900
C 0.0933 -0.0722 0.4174
C -0.5310 0.7058 -1.6404
H -1.3629 -1.0751 -0.2964
H -1.0790 0.3413 -2.5402
H 1.3928 -1.2420 2.7090
H 0.7003 2.2350 -2.0736
```

Net charge   0
Highest occupied orbital energy   -7.673 eV

These are the natural (NBO) partial charges, in e, on atoms 1 to 2:
1 S 0.448
2 O -0.558



# 2
Entry from the OMol25 dataset: one molecule with the formula C3H4N2O2S (ωB97M-V with the def2-TZVPD basis set).

The geometry in XYZ format:
```
12
Properties=species:S:1:pos:R:3
S -2.1343 0.8926 0.8809
O -1.4155 -2.3263 -0.8645
O -1.7096 -1.9117 1.2308
N -4.3198 0.6495 -0.7764
N -1.4479 -1.5900 0.1104
C -3.3951 0.7387 -0.1250
C 0.3410 0.0041 0.1901
C -1.0670 -0.1962 -0.1671
H 1.1332 -0.6673 -0.3083
H 0.6118 -0.2256 1.2917
H -1.3126 -0.1264 -1.1826
H 0.7791 1.0804 0.1307
```

Net charge   0
Multiplicity   3
Highest occupied orbital energy (alpha / beta)   -5.959 / -10.222 eV

These are the natural (NBO) partial charges, in e, on atoms 1 to 2:
1 S 0.671
2 O -0.413



# 3
Entry from the OMol25 dataset: one molecule with the formula C3H4N2O3 (ωB97M-V with the def2-TZVPD basis set).

The geometry in XYZ format:
```
12
Properties=species:S:1:pos:R:3
O -3.1632 -0.0395 1.0198
O -2.1475 -0.7035 -1.2085
O -1.3040 1.4067 1.6385
N 1.1209 0.0023 0.1616
N 0.1828 -0.3748 -0.7243
C -1.9945 0.4011 0.9186
C -1.1630 -0.3313 -0.4914
C 2.3539 -0.0985 -0.2965
H 3.2162 0.0988 0.2707
H 2.5015 -0.6752 -1.1705
H 0.7301 -0.7080 -1.7602
H -0.3334 1.0218 1.6423
```

Net charge   0
Highest occupied orbital energy   -9.976 eV

These are the natural (NBO) partial charges, in e, on atoms 1 to 2:
1 O -0.499
2 O -0.541



# 4
Entry from the OMol25 dataset: one molecule with the formula C3H4N2O3 (ωB97M-V with the def2-TZVPD basis set).

The geometry in XYZ format:
```
12
Properties=species:S:1:pos:R:3
O 1.2837 1.5204 -0.3954
O -2.7760 -0.1790 -0.1290
O -0.4795 -1.3963 -0.2443
N 0.8311 -1.7595 -0.2147
N -1.6696 0.5760 0.1300
C -0.5901 -0.0787 0.0513
C 1.5467 -0.7967 0.2031
C 0.7832 0.4879 0.3564
H 0.6540 0.8110 1.4130
H -3.5080 0.4220 -0.0818
H 2.6033 -0.8834 0.2767
H 1.3213 1.2763 -1.3652
```

Net charge   0
Highest occupied orbital energy   -9.453 eV

These are the natural (NBO) partial charges, in e, on atoms 1 to 2:
1 O -0.672
2 O -0.547



# 5
Entry from the OMol25 dataset: C3H4N2O3 as an isolated structure (ωB97M-V with the def2-TZVPD basis set).

The geometry in XYZ format:
```
12
Properties=species:S:1:pos:R:3
O 1.8158 0.3450 -0.2806
O 0.9742 0.0021 1.8042
O -0.2571 2.0743 0.0905
N -1.6347 0.3240 0.3284
N -1.1095 1.3090 -0.5507
C -0.4174 -1.4402 -0.9181
C -0.4846 -0.3683 -0.1041
C 0.8010 0.2452 0.6234
H -1.5031 0.6556 1.2879
H -1.3206 -1.8923 -1.3146
H 2.6004 0.6261 0.2210
H 0.5355 -1.8805 -1.1873
```

Net charge   0
Highest occupied orbital energy (alpha / beta)   -10.549 / -10.550 eV

These are the natural (NBO) partial charges, in e, on atoms 1 to 2:
1 O -0.679
2 O -0.583



# 6
Entry from the OMol25 dataset: one molecule with the formula C3H4N2O3 (ωB97M-V with the def2-TZVPD basis set).

The geometry in XYZ format:
```
12
Properties=species:S:1:pos:R:3
O -2.8496 -0.5858 0.0725
O 1.9902 -0.5314 0.3231
O -1.6373 1.3605 -0.0552
N 0.7918 -0.1516 -0.4605
N -0.1780 2.0027 0.1206
C 0.7634 1.1333 -0.0884
C -0.4944 -1.0267 -0.1162
C -1.7530 -0.0237 0.0121
H -0.5994 -1.4543 1.0610
H -0.5409 -1.8839 -0.6063
H 1.6800 1.8067 0.0475
H 2.8273 -0.6458 -0.3101
```

Net charge   0
Highest occupied orbital energy   -10.265 eV

These are the natural (NBO) partial charges, in e, on atoms 1 to 2:
1 O -0.560
2 O -0.581



# 7
Entry from the OMol25 dataset: one molecule with the formula C3H4N2O3 (ωB97M-V with the def2-TZVPD basis set).

The geometry in XYZ format:
```
12
Properties=species:S:1:pos:R:3
O -1.4999 -1.1770 0.2060
O -0.3721 2.0073 0.6603
O -2.1867 1.3809 -0.4818
N 1.6955 0.3098 -0.2285
N 1.2329 -1.9043 0.1029
C -1.0266 1.1483 0.1395
C -0.6276 -0.3383 0.1342
C 0.8367 -0.7007 0.0328
H 2.6750 0.0686 -0.1628
H 0.4834 -2.5823 0.2115
H 1.4446 1.2399 0.0696
H -2.6553 0.5478 -0.6837
```

Net charge   0
Highest occupied orbital energy   -9.883 eV

These are the natural (NBO) partial charges, in e, on atoms 1 to 2:
1 O -0.483
2 O -0.546



# 8
Entry from the OMol25 dataset: one molecule with the formula C3H4N2O3 (ωB97M-V with the def2-TZVPD basis set).

The geometry in XYZ format:
```
12
Properties=species:S:1:pos:R:3
O -0.5957 0.3227 -2.0836
O 1.5108 1.0201 -0.3133
O -2.6146 -0.5970 -0.1293
N -0.4592 0.0520 -0.7586
N 0.8034 -0.1414 -0.2632
C -1.4667 -0.1725 0.1062
C 0.6177 -0.3970 1.1301
C -0.6487 -0.4183 1.4216
H 1.6861 -0.8765 1.7154
H 0.0700 1.3047 -2.0243
H -1.0164 -0.8791 2.3613
H 2.1134 0.7822 -1.1622
```

Net charge   0
Highest occupied orbital energy   -9.244 eV

These are the natural (NBO) partial charges, in e, on atoms 1 to 2:
1 O -0.468
2 O -0.556



# 9
Entry from the OMol25 dataset: C3H4N2O7 as an isolated structure (ωB97M-V with the def2-TZVPD basis set).

The geometry in XYZ format:
```
16
Properties=species:S:1:pos:R:3
O -3.2402 0.1348 -1.8841
O -4.0702 -2.1692 0.5279
O -0.6085 0.0661 -1.1127
O -3.0946 1.8118 -0.2847
O -4.0371 0.8465 1.4532
O 1.7597 -0.5387 -0.2550
O -1.6240 -0.1521 0.8934
N -3.7938 -0.3487 -0.8654
N -3.6528 1.0799 0.3862
C 0.8284 0.0034 0.6712
C -0.6144 -0.0848 0.1791
C -3.7052 -1.3649 -0.2247
H 1.5628 -0.0313 -0.9990
H 1.2214 0.9758 0.9668
H -1.6178 0.1580 -1.3833
H 0.8404 -0.5796 1.7260
```

Net charge   0
Highest occupied orbital energy (alpha / beta)   -9.712 / -9.709 eV

These are the natural (NBO) partial charges, in e, on atoms 1 to 2:
1 O -0.505
2 O -0.396



# 10
Entry from the OMol25 dataset: one molecule with the formula C3H4N2OS (ωB97M-V with the def2-TZVPD basis set).

The geometry in XYZ format:
```
11
Properties=species:S:1:pos:R:3
S -2.5039 -1.5115 -0.7131
O 0.4190 -2.0251 -1.4531
N 1.6126 1.1924 0.5608
N -0.1665 -0.1833 -0.1459
C 0.3664 0.9155 0.5333
C 0.7254 -1.0435 -0.8728
C -1.5414 -0.3762 -0.0923
H 1.7514 -0.7412 -0.7510
H 1.6903 2.0417 1.1290
H -1.9750 0.3198 0.6253
H -0.3782 1.4115 1.1798
```

Net charge   0
Highest occupied orbital energy   -8.789 eV

These are the natural (NBO) partial charges, in e, on atoms 1 to 2:
1 S 0.063
2 O -0.482



# 11
Entry from the OMol25 dataset: C3H4N2OS as an isolated structure (ωB97M-V with the def2-TZVPD basis set).

The geometry in XYZ format:
```
11
Properties=species:S:1:pos:R:3
S -2.5010 -0.9546 0.5213
O 2.1114 1.2412 0.0652
N 0.9857 -0.5098 -1.1222
N -0.2077 -0.8978 -0.9106
C -0.0194 0.5976 0.5394
C 1.1650 0.3588 -0.1365
C -0.8770 -0.3841 0.1188
H 3.1733 0.5430 -0.0730
H -0.5953 -1.3500 -1.8709
H -0.0071 1.1183 1.5915
H -3.2279 0.2374 1.2769
```

Net charge   0
Highest occupied orbital energy   -8.446 eV

These are the natural (NBO) partial charges, in e, on atoms 1 to 2:
1 S -0.007
2 O -0.624



# 12
Entry from the OMol25 dataset: C3H4N2OS as an isolated structure (ωB97M-V with the def2-TZVPD basis set).

The geometry in XYZ format:
```
11
Properties=species:S:1:pos:R:3
S 1.8311 0.5141 0.8266
O -1.1934 0.1299 -1.5405
N 2.1388 0.4600 -0.7423
N -0.1743 0.3267 0.5053
C 1.0866 0.3687 -1.4741
C -0.1901 0.2420 -0.8331
C -1.0146 -0.3987 1.3445
H -0.9003 -0.0350 2.4362
H -0.8760 -1.5194 1.2127
H -1.9137 -0.3807 0.8338
H 1.2059 0.2923 -2.5691
```

Net charge   0
Highest occupied orbital energy   -9.288 eV

These are the natural (NBO) partial charges, in e, on atoms 1 to 2:
1 S 0.638
2 O -0.603



Q: Which max |F| values were calculated for the entries above? A: 4.61, 5.10, 6.43, 2.08, 5.70, 8.95, 0.92, 5.81, 4.43, 1.37, 8.87, 5.57, in eV/A.
Q: Which relative energy (zero: lowest compared OMol25 entry of this formula, charge and spin) values were calculated for the entries above? A: 574.5, 429.1, 406.8, 435.3, 562.3, 616.2, 55.7, 710.6, 105.1, 133.0, 414.8, 235.0, in kJ/mol.